DFT (the ωB97M-V functional and the def2-TZVPD basis) results for a molecular structure, C47H43BN8PbSTe.

Last column: Mulliken charge in e.
Cartesian coordinates (Å):
Pb  -1.672  0.970  -2.256  1.06
C  2.169  4.240  1.542  -1.59
C  2.031  2.785  1.287  0.72
C  3.072  1.908  1.004  -0.84
C  2.492  0.676  0.772  -0.16
N  1.136  0.815  0.902  0.92
N  0.863  2.125  1.239  0.72
B  -0.529  2.894  1.005  -0.77
N  -1.731  1.957  1.152  0.03
N  -2.300  1.294  0.097  0.15
C  -3.388  0.661  0.572  0.46
C  -3.517  0.921  1.944  -1.07
C  -2.473  1.765  2.267  0.71
C  -2.160  2.430  3.561  -1.44
C  -4.258  -0.090  -0.352  -0.44
C  -4.827  0.591  -1.431  -0.18
C  -5.599  -0.096  -2.361  -0.79
C  -5.811  -1.455  -2.208  -0.51
C  -5.266  -2.129  -1.123  -0.82
C  -4.495  -1.452  -0.196  -0.32
N  -0.462  3.519  -0.378  0.91
N  -0.214  2.727  -1.462  -0.73
C  0.014  3.542  -2.509  0.22
C  -0.095  4.871  -2.093  -1.47
C  -0.409  4.819  -0.747  0.85
C  -0.699  5.946  0.179  -1.32
C  0.274  2.916  -3.816  0.30
C  -0.272  3.434  -4.987  -0.71
C  -0.089  2.768  -6.189  -0.78
C  0.631  1.584  -6.231  -0.53
C  1.183  1.062  -5.070  -0.53
C  1.016  1.724  -3.862  0.11
C  3.177  -0.572  0.461  -0.30
C  4.369  -0.842  1.142  -0.57
C  5.081  -1.995  0.863  -1.05
C  4.619  -2.870  -0.112  -0.70
C  3.450  -2.592  -0.801  -0.57
C  2.721  -1.445  -0.525  0.49
H  3.149  4.436  1.972  0.59
H  2.100  4.790  0.601  0.23
H  1.403  4.605  2.221  0.28
H  4.118  2.146  0.936  0.69
H  -0.578  3.742  1.838  0.02
H  -4.309  0.596  2.597  0.63
H  -2.823  2.056  4.338  0.39
H  -1.129  2.255  3.869  0.22
H  -2.304  3.508  3.481  0.35
H  -4.711  1.667  -1.507  0.61
H  -6.049  0.438  -3.187  0.46
H  -6.416  -1.992  -2.927  0.43
H  -5.438  -3.190  -1.004  0.46
H  -4.048  -1.983  0.634  0.39
H  0.025  5.757  -2.691  0.62
H  -0.618  6.889  -0.356  0.43
H  -1.711  5.867  0.576  0.28
H  -0.011  5.975  1.021  0.21
H  -0.847  4.349  -4.954  0.46
H  -0.513  3.173  -7.097  0.42
H  0.769  1.073  -7.173  0.43
H  1.760  0.147  -5.104  0.48
H  1.470  1.344  -2.956  0.53
H  4.717  -0.158  1.907  0.48
H  5.995  -2.211  1.399  0.45
H  5.185  -3.762  -0.345  0.48
H  3.096  -3.259  -1.575  0.43
H  1.812  -1.244  -1.077  0.44
Te  -0.077  -0.607  1.843  0.29
C  0.511  -0.032  3.769  1.04
C  1.748  0.514  4.092  -0.02
C  2.028  0.818  5.415  -0.93
C  1.087  0.566  6.404  -0.68
C  -0.144  0.019  6.077  -0.69
C  -0.441  -0.275  4.753  -0.92
C  0.934  -2.432  1.828  1.14
C  2.123  -2.651  2.525  -0.30
C  2.650  -3.929  2.559  -0.64
C  1.984  -4.976  1.936  -0.77
C  0.778  -4.758  1.287  -0.83
C  0.243  -3.479  1.223  -0.62
H  2.489  0.707  3.327  0.45
H  2.985  1.247  5.679  0.49
H  1.318  0.798  7.435  0.44
H  -0.877  -0.177  6.848  0.49
H  -1.416  -0.684  4.506  0.50
H  2.630  -1.844  3.036  0.32
H  3.580  -4.112  3.080  0.47
H  2.403  -5.973  1.973  0.44
H  0.245  -5.581  0.831  0.51
H  -0.694  -3.316  0.709  0.46
C  -1.861  -5.901  -2.655  -1.32
C  -0.969  -4.713  -2.799  0.85
C  0.088  -4.679  -3.705  -0.96
C  0.829  -3.516  -3.764  -0.31
N  0.574  -2.456  -2.996  -0.33
C  -0.457  -2.582  -2.169  0.15
S  -0.862  -1.239  -1.076  0.34
N  -1.232  -3.651  -2.031  -0.39
H  -1.382  -6.813  -3.005  0.44
H  -2.762  -5.743  -3.252  0.28
H  -2.170  -6.018  -1.618  0.32
H  0.322  -5.525  -4.335  0.47
H  1.666  -3.428  -4.448  0.51

Force components x, y, z for each atom (eV/Å):
Pb -0.1 -0.2 0.0
C -0.1 0.0 0.0
C -0.1 -0.1 0.0
C -0.1 -0.3 -0.1
C 0.0 0.3 0.1
N 0.1 -0.3 -0.1
N 0.1 0.2 0.1
B 0.0 0.0 0.2
N 0.0 -0.1 -0.3
N -0.4 -0.2 0.4
C 0.5 0.4 0.0
C 0.0 -0.1 -0.1
C 0.0 -0.1 0.0
C 0.0 0.1 0.1
C 0.0 0.1 -0.1
C 0.0 -0.1 0.0
C 0.0 0.1 0.0
C 0.0 -0.1 0.0
C 0.0 -0.1 0.0
C 0.1 0.0 0.1
N -0.1 -0.1 -0.5
N 0.2 0.1 -0.1
C 0.0 -0.1 0.5
C -0.1 -0.1 -0.2
C 0.0 -0.1 -0.1
C 0.0 0.1 0.0
C 0.1 -0.1 0.1
C 0.0 0.0 0.0
C 0.0 0.1 0.0
C 0.0 -0.1 0.0
C 0.0 0.0 0.1
C -0.2 0.2 -0.1
C 0.3 -0.1 -0.1
C -0.1 -0.1 -0.1
C 0.0 0.0 0.0
C 0.1 0.0 0.0
C -0.2 0.0 -0.1
C 0.1 0.0 0.1
H 0.0 0.0 0.0
H 0.0 0.0 0.0
H 0.0 0.0 0.0
H 0.0 0.0 0.0
H 0.0 0.0 0.0
H 0.0 0.0 0.0
H 0.0 0.0 0.0
H 0.0 0.0 0.0
H 0.0 0.0 0.0
H 0.0 0.0 0.0
H 0.0 0.0 0.0
H 0.0 0.0 0.0
H 0.0 0.0 0.0
H 0.0 0.0 0.0
H 0.0 0.1 0.0
H 0.0 0.0 0.0
H 0.0 0.0 0.0
H 0.0 0.0 0.0
H 0.0 0.0 0.0
H 0.0 0.0 0.0
H 0.0 0.0 0.0
H 0.0 0.0 0.0
H 0.1 0.0 0.1
H 0.0 0.0 0.0
H 0.0 0.0 0.0
H 0.0 0.0 0.0
H 0.0 0.0 0.0
H 0.0 0.1 0.0
Te -0.2 0.0 -0.1
C 0.1 0.0 0.1
C 0.0 0.0 -0.1
C 0.0 0.0 0.0
C 0.0 0.0 0.0
C 0.0 0.0 0.0
C 0.0 0.0 0.0
C 0.2 -0.1 0.1
C -0.2 0.1 0.1
C 0.0 0.1 0.0
C 0.0 -0.1 0.0
C 0.0 0.0 0.0
C 0.0 0.0 0.0
H 0.0 0.0 0.0
H 0.0 0.0 0.0
H 0.0 0.0 0.0
H 0.0 0.0 0.0
H 0.0 0.0 0.0
H 0.0 0.0 0.0
H 0.0 0.0 0.0
H 0.0 0.0 0.0
H 0.0 0.0 0.0
H -0.1 0.0 -0.1
C -0.1 0.0 0.0
C 0.2 0.1 0.0
C 0.0 0.1 0.1
C 0.0 -0.1 -0.1
N 0.0 0.3 0.0
C 0.0 -0.1 -0.1
S 0.0 0.2 0.1
N -0.1 -0.1 0.1
H 0.0 0.0 0.0
H 0.0 0.0 0.0
H 0.0 0.0 0.0
H 0.0 0.0 0.0
H 0.0 0.0 0.0

Net charge: +2
E_LUMO in Eh: -0.218
2S+1: 1